{"formula": "C34H80NO20P5", "method": "ωB97M-V/def2-TZVPD", "symbols": ["P", "P", "P", "P", "P", "O", "O", "O", "O", "O", "O", "O", "O", "O", "O", "O", "O", "O", "O", "O", "O", "O", "O", "O", "O", "N", "C", "C", "C", "C", "C", "C", "C", "C", "C", "C", "C", "C", "C", "C", "C", "C", "C", "C", "C", "C", "C", "C", "C", "C", "C", "C", "C", "C", "C", "C", "C", "C", "C", "C", "H", "H", "H", "H", "H", "H", "H", "H", "H", "H", "H", "H", "H", "H", "H", "H", "H", "H", "H", "H", "H", "H", "H", "H", "H", "H", "H", "H", "H", "H", "H", "H", "H", "H", "H", "H", "H", "H", "H", "H", "H", "H", "H", "H", "H", "H", "H", "H", "H", "H", "H", "H", "H", "H", "H", "H", "H", "H", "H", "H", "H", "H", "H", "H", "H", "H", "H", "H", "H", "H", "H", "H", "H", "H", "H", "H", "H", "H", "H", "H"], "positions_angstrom": [[-28.021671, -6.296675, -6.600281], [-41.679111, 1.970384, -9.645498], [-35.853806, 3.069414, -13.651707], [-30.234589, -3.541208, -13.708601], [-33.696772, -2.373356, -2.288041], [-34.339064, 2.474556, -14.082148], [-40.288005, 1.173470, -9.554497], [-30.485266, -4.801950, -14.703221], [-29.945901, -2.316369, -14.627872], [-31.302454, -3.282848, -12.672620], [-42.678362, 0.778309, -10.091373], [-27.401830, -6.606935, -7.898862], [-36.745491, 2.023845, -13.071069], [-34.359366, -3.527724, -1.597746], [-32.799757, -1.449721, -1.299542], [-35.408944, 4.195044, -12.585195], [-28.787639, -4.941327, -6.845199], [-32.670608, -2.793100, -3.441464], [-36.336631, 3.756703, -14.982882], [-29.141668, -7.331836, -6.011018], [-34.782883, -1.290889, -2.957679], [-26.941637, -6.016330, -5.363065], [-42.252079, 2.109362, -8.108763], [-41.680354, 3.290604, -10.293101], [-28.773366, -3.800154, -13.118393], [-33.187691, -1.448708, -10.282811], [-41.634532, 2.837076, -7.091369], [-26.749982, -3.577230, -14.394096], [-33.895516, 0.116645, -8.857818], [-28.611751, -8.766488, -5.827281], [-39.242010, 1.383480, -10.417006], [-32.168914, -6.206868, -15.881331], [-27.817001, -4.508400, -13.803399], [-37.069483, -1.633683, -3.416342], [-31.747800, -5.488124, -14.577287], [-25.589578, -5.622605, -5.494277], [-36.053457, -1.153930, -2.402711], [-29.577729, -0.090290, -15.104322], [-29.335029, -1.167157, -14.063265], [-33.482779, 1.865587, -13.226290], [-28.839215, -3.224045, -8.643599], [-33.428307, -0.938659, -0.181052], [-24.825251, -6.594096, -6.409417], [-44.987268, 0.394939, -9.605573], [-35.639895, 6.383958, -13.306908], [-37.478251, 3.386766, -15.678945], [-38.713462, 4.107098, -15.231765], [-38.667693, -0.011721, -10.833626], [-29.318362, -9.555467, -4.767026], [-32.699678, -0.366412, -8.378867], [-34.610864, 5.296384, -12.885302], [-28.069883, -3.813415, -7.387837], [-32.295051, -1.360186, -9.226644], [-33.961309, -2.752488, -5.621192], [-41.880989, 2.164923, -5.768460], [-33.337707, 0.241953, -13.400878], [-34.255304, -0.603829, -9.972872], [-32.449048, -1.108034, 0.909993], [-44.032392, 1.180794, -10.440909], [-32.671266, -2.260866, -4.784599], [-37.069347, -2.720497, -3.499655], [-36.794654, -1.359993, -4.435000], [-28.057802, -5.230077, -14.583968], [-37.552006, 2.300041, -15.637773], [-29.800890, -0.890832, -13.117375], [-34.162363, -2.257787, -6.571424], [-33.916266, -3.836001, -5.731045], [-37.280244, 3.537251, -16.740193], [-33.157737, -6.648280, -15.756885], [-32.492615, 2.216383, -13.517171], [-39.685810, 3.632293, -15.362950], [-45.001382, -0.575981, -10.100763], [-39.589358, 1.985490, -11.256677], [-39.397078, -0.718071, -11.230069], [-33.519929, 2.195262, -12.188012], [-28.779160, -9.260792, -6.784225], [-25.954892, -4.259576, -14.694659], [-32.673289, -1.172727, -4.721032], [-28.223491, -2.694984, -9.370987], [-31.768691, -2.580967, -5.305183], [-26.453292, -2.807898, -13.681211], [-28.279588, -1.275903, -13.813617], [-36.158815, -0.069756, -2.363273], [-28.074772, -3.091113, -6.571535], [-34.315828, 1.027088, -8.456787], [-38.298567, -0.562594, -9.968532], [-35.189559, -0.624692, -10.514287], [-29.054149, -9.019170, -3.855611], [-25.528277, -4.583696, -5.818331], [-31.414370, -1.984675, -9.255310], [-25.141432, -7.630184, -6.288381], [-40.556223, 2.842011, -7.250517], [-44.654477, 0.183884, -8.589302], [-30.403214, -9.587689, -4.666261], [-27.088700, -3.140542, -15.333604], [-32.455199, -2.145330, 1.244799], [-42.138902, 3.799264, -7.002431], [-42.059925, 2.940979, -5.024281], [-27.393903, -5.021439, -12.939755], [-28.859427, -10.524723, -4.572004], [-38.671177, 4.489803, -14.212040], [-33.050173, -0.101627, -14.394549], [-42.743267, 1.498152, -5.770811], [-27.003714, -3.891464, -7.600688], [-32.684292, -0.139198, -12.616094], [-29.724382, -2.641263, -8.388756], [-29.220367, -0.296310, -16.113253], [-34.289784, -0.250414, -13.202835], [-38.751462, 5.081403, -15.718988], [-37.885995, -0.007304, -11.593248], [-33.535138, 0.134876, -0.336644], [-44.193963, 0.967635, -11.497583], [-29.170217, 0.868522, -14.783836], [-31.603806, -6.191086, -13.756792], [-34.420043, -1.338624, 0.030096], [-33.162785, -2.101103, -11.053425], [-32.666837, -4.962027, -14.319019], [-38.531690, 1.951770, -9.816516], [-36.230872, -1.643754, -1.445275], [-36.200659, 6.238341, -14.230182], [-34.088274, 5.655707, -11.998795], [-45.997831, 0.803216, -9.618610], [-32.127184, 0.044374, -7.560388], [-32.415609, -5.445914, -16.621716], [-32.778273, -0.708260, 1.869102], [-25.087343, -5.604717, -4.527038], [-36.360259, 6.419985, -12.489673], [-44.268300, 2.178333, -10.070296], [-29.148620, -4.094544, -9.222034], [-31.485494, -6.927037, -16.331211], [-41.034590, 1.522303, -5.526071], [-31.463811, -0.688718, 0.706083], [-35.128527, 7.346355, -13.326919], [-25.054644, -6.288226, -7.430163], [-37.977899, -1.058944, -3.235862], [-30.658598, 0.029287, -15.178644], [-27.547277, -8.740379, -5.594248], [-34.950390, -2.560078, -5.205514], [-33.857330, 5.037994, -13.629302], [-23.741686, -6.475919, -6.413582]], "atomic_forces_ev_per_a": [[0.85, 0.28, -0.45], [-0.51, -0.61, 2.03], [2.13, -2.53, 1.62], [-1.45, -0.48, 2.02], [-1.17, -0.44, -0.04], [-4.12, 1.94, -1.60], [-3.71, 0.11, 1.86], [-0.71, 1.78, 0.47], [-0.14, -0.47, -0.95], [1.90, -0.72, -1.72], [0.38, 1.41, -0.64], [0.42, -1.20, 0.60], [0.83, 1.69, -0.77], [0.89, 1.81, -0.91], [-0.22, -1.76, -2.94], [-1.16, -2.29, -0.11], [-0.45, -0.08, 0.87], [-0.79, 0.47, 0.72], [1.83, 1.02, 1.11], [2.11, -0.23, 0.34], [3.58, -2.13, 0.72], [-2.16, -0.79, -0.46], [0.26, -1.40, -2.18], [0.13, -0.83, -0.46], [-3.23, 0.56, 0.34], [-1.18, 0.46, 1.82], [-0.14, 0.16, 0.60], [-0.53, -0.77, -0.31], [-1.33, 0.89, -0.33], [-0.86, 0.50, -1.50], [2.05, -0.69, -1.47], [0.03, 0.85, -0.05], [3.19, -0.29, 0.39], [0.31, 0.20, -0.58], [-0.66, -2.08, -0.42], [1.24, -0.52, -0.51], [-1.35, 0.78, -1.01], [-0.38, 0.57, 0.35], [0.16, 1.40, -0.40], [3.08, -2.91, 0.60], [0.51, -1.51, 0.57], [-0.13, 1.91, 0.91], [-0.12, 1.16, -1.11], [-0.24, -2.14, -0.45], [1.02, 0.41, 0.60], [-1.00, -1.92, -1.16], [-0.41, 1.74, 0.38], [-0.17, 0.05, 0.14], [0.23, 1.34, 2.28], [1.66, -0.62, 0.19], [-0.91, 1.62, -1.26], [-0.93, 2.21, -0.47], [0.60, -0.51, -1.31], [0.47, 0.04, 0.80], [0.08, -0.66, 0.49], [-1.33, 1.65, 0.87], [0.61, -0.08, -0.48], [-0.22, -0.77, 2.49], [0.00, 0.42, 1.48], [-2.44, 0.30, -1.29], [-0.80, -0.05, 0.58], [0.38, 0.52, 0.06], [-1.00, 0.08, 0.27], [-0.42, -0.10, 0.43], [-0.36, -0.07, -0.02], [1.18, -0.04, -0.37], [0.19, 0.04, -0.30], [0.10, 0.50, 0.02], [0.13, -0.44, 0.49], [0.26, 0.12, -0.14], [0.34, -0.34, -0.17], [-0.54, -0.44, 0.32], [0.39, -0.06, -0.21], [-0.63, 0.49, -0.12], [-0.78, -0.38, 0.21], [0.31, 0.39, -0.23], [0.53, 0.31, 0.24], [0.06, 0.00, -0.06], [0.29, 0.35, 0.52], [-0.05, -0.20, 0.41], [0.25, -0.17, -0.13], [0.06, -0.56, -0.40], [-0.29, 0.08, 0.71], [-0.22, 0.22, -0.01], [-0.69, -0.30, -0.07], [0.25, 0.36, 0.25], [0.28, 0.22, -0.27], [-0.03, 0.05, 0.48], [-0.05, -0.01, -0.43], [-0.07, 0.20, 0.07], [0.16, 0.12, 0.20], [-0.01, 0.76, -0.16], [0.08, 0.55, -0.01], [0.01, -0.13, -1.01], [-0.18, 0.31, 0.11], [0.81, -0.42, -0.68], [0.62, 0.43, -0.59], [0.29, -0.26, 0.30], [0.71, -0.71, -0.56], [-0.10, -0.16, -0.67], [0.21, -0.83, 0.45], [0.33, 0.48, 0.02], [-0.20, 0.23, -0.25], [-0.13, -1.16, -0.25], [0.37, 0.17, -0.24], [0.27, -0.08, 0.20], [0.27, -0.36, 0.21], [-0.28, 0.17, 0.03], [-0.18, 0.00, -0.62], [0.13, 0.63, 0.16], [-0.39, 0.21, -0.22], [0.10, 0.60, 0.06], [0.08, 0.01, 0.05], [-0.06, -0.22, -0.10], [0.14, -0.37, -0.01], [0.17, -0.08, 0.24], [0.72, 1.16, 0.25], [0.54, 0.02, -0.57], [0.41, 0.07, 0.06], [0.42, -0.32, -0.03], [-0.15, -0.36, 0.19], [0.09, 0.09, 0.01], [-0.03, -0.20, 0.04], [0.47, 0.19, -0.22], [-0.28, 0.89, -0.11], [-0.67, -0.30, 0.44], [-0.06, 0.09, 0.00], [0.81, 0.66, -1.05], [-0.31, -0.09, 0.05], [0.11, 0.07, 0.31], [0.02, 0.14, 0.40], [-0.10, -0.35, -0.23], [-0.11, 0.19, -0.21], [-0.33, -0.45, -0.12], [-0.56, -0.90, 0.13], [-0.05, 0.14, -0.08], [-0.07, 0.20, -0.11], [0.37, 0.11, 1.11], [-0.04, 0.11, -0.20], [0.09, -0.13, 0.79]], "e_above_lowest_kcal_mol": 56.7, "charge": -1, "spin_multiplicity": 2, "e_homo_ha": [0.035, -0.217], "e_lumo_ev": [2.13, 2.21], "s_squared": 0.750}